20
Properties=species:S:1:pos:R:3:nbo_charge:R:1 method="wB97M-V/def2-TZVPD" total_charge=-1 gap_ev=8.410 e_above_lowest_kj_mol=0.00 e_lumo_ev=3.9 multiplicity=1 max_force_ha_per_bohr=0.02326
N -2.33939 -0.28094 0.41517 -0.86
C -1.37824 0.62827 -0.24417 -0.10
C -1.05105 0.09386 -1.62640 -0.07
O 0.06435 0.69032 -2.25846 -0.76
C -0.09263 0.69664 0.59948 -0.06
O 0.55268 -0.53507 0.62635 -0.97
H -2.75150 -0.90133 -0.26769 0.34
H -1.82309 -0.83436 1.11188 0.38
H -1.81179 1.62597 -0.22587 0.15
H -0.88572 -0.96256 -1.52822 0.17
H -1.93672 0.24957 -2.26793 0.15
H 0.85424 0.35802 -1.81717 0.50
H 0.53069 1.46229 0.10751 0.13
H -0.38981 1.01336 1.62256 0.14
H 3.00059 0.10198 -0.82426 0.45
H 1.75567 -0.77012 -0.31288 0.52
O 2.43986 -0.63200 -1.07698 -1.04
H 1.14060 -0.66768 2.13132 0.51
H 2.51427 -0.55732 2.80612 0.44
O 1.60699 -0.77889 3.02961 -1.02

20
Properties=species:S:1:pos:R:3:nbo_charge:R:1 method="wB97M-V/def2-TZVPD" total_charge=-1 gap_ev=7.262 e_lumo_ev=3.5 multiplicity=1 max_force_ha_per_bohr=0.02043
C -1.32318 2.60139 -1.78156 -0.98
P -2.13874 1.53157 -0.50285 0.98
C -3.06115 0.37008 -1.61324 -0.97
N -0.98943 0.61475 0.28186 -1.44
P 0.20096 -0.08768 -0.51768 1.18
S 0.59072 -2.00410 -0.16647 -0.80
H -0.64342 2.09837 -2.47579 0.20
H -0.74761 3.34962 -1.23644 0.22
H -2.08927 3.09463 -2.38207 0.21
H -3.52232 0.91604 -2.43895 0.20
H -3.82877 -0.13551 -1.03114 0.22
H -2.40004 -0.39894 -2.02819 0.21
H 0.03491 0.04608 -1.91083 -0.12
H 1.38544 0.63017 -0.26235 -0.10
C 3.02162 -2.02742 3.35932 -0.25
O 3.70098 -1.95161 2.11881 -0.73
H 3.50189 -1.32206 4.03583 0.16
H 1.96925 -1.75261 3.24921 0.18
H 3.08526 -3.03013 3.79725 0.14
H 3.25290 -2.54263 1.50527 0.48

18
Properties=species:S:1:pos:R:3:nbo_charge:R:1 method="wB97M-V/def2-TZVPD" total_charge=+1 gap_ev=9.048 e_above_lowest_kj_mol=73.10 e_lumo_ev=-3.4 multiplicity=1 max_force_ha_per_bohr=0.05109
C -0.11545 -0.65846 1.23910 -0.21
C -1.34201 -0.72209 0.36032 -0.44
C -0.84063 -0.54731 -1.11840 -0.52
S -2.18649 -0.23521 -2.34129 -0.01
N 0.34876 0.76567 1.52423 -0.69
H 0.73712 -1.03226 0.68283 0.23
H -0.28813 -1.16667 2.18389 0.24
H -1.81760 -1.68926 0.46827 0.26
H -1.97509 0.14574 0.48573 0.22
H -0.02197 0.18988 -1.16372 0.18
H -0.45743 -1.48379 -1.52689 0.24
H -1.84438 -1.06614 -3.27036 0.13
H 0.94889 1.21710 0.81741 0.47
H 0.95353 0.78854 2.34863 0.44
H -0.40566 1.43745 1.68490 0.43
H 2.48082 0.83208 -1.24868 0.49
H 3.20387 1.96141 -0.73627 0.50
O 2.62185 1.26332 -0.38970 -0.97

19
Properties=species:S:1:pos:R:3:nbo_charge:R:1 method="wB97M-V/def2-TZVPD" total_charge=+1 gap_ev=3.565 e_above_lowest_kj_mol=526.57 e_lumo_ev=-9.1 multiplicity=1 max_force_ha_per_bohr=0.05952
N -0.66983 -0.50208 -1.51083 -0.64
C -1.08760 0.22200 -0.36494 -0.04
C -2.55176 0.20512 -0.02698 -0.63
C -0.22595 0.00746 0.92014 -0.65
S 1.45034 0.13391 0.43197 0.53
S 3.61353 -3.14622 -0.32693 -0.29
H -1.40571 -1.02266 -1.97650 0.41
H 4.27651 -2.07271 0.12182 0.14
H 0.12540 -1.10719 -1.35158 0.40
H -0.97563 1.28718 -0.61702 0.26
H -2.78207 -0.64794 0.60217 0.23
H -3.16652 0.17629 -0.92840 0.25
H -2.77213 1.10464 0.54175 0.25
H -0.42444 -0.98265 1.28484 0.31
H -0.39890 0.76221 1.68363 0.28
H 4.62818 -3.45597 -1.13836 0.17
H 0.89837 2.24855 1.05240 0.45
H 1.05871 3.75178 0.78647 0.50
O 0.40950 3.03828 0.81636 -0.93